# 1
C6H10O | the ωB97M-V functional and the def2-TZVPD basis

Values from the calculation:
Spin multiplicity   1
Maximum force   0.007 hartree/bohr
Net charge   0
Lowest unoccupied orbital energy   -0.159 eV
HOMO level   -0.2895 Ha

Last column: natural (NBO) charge in e.
Positions of all 17 atoms, in Å:
C -1.845 1.233 -0.442  -0.66
C -0.569 0.559 -0.059  0.07
C 0.101 0.644 1.113  -0.33
C 1.451 0.144 0.991  -0.03
C 1.453 -0.708 -0.268  -0.54
C 0.186 -0.294 -1.053  0.05
O -0.606 -1.342 -1.584  -0.70
H -2.473 0.545 -1.019  0.24
H -1.643 2.098 -1.087  0.23
H -2.400 1.585 0.432  0.22
H -0.259 1.178 1.991  0.22
H 1.399 -1.184 2.457  0.03
H 1.857 -0.550 2.165  0.09
H 2.371 -0.553 -0.846  0.23
H 1.414 -1.775 -0.025  0.24
H 0.474 0.299 -1.928  0.19
H -0.910 -1.878 -0.839  0.46



# 2
C35H42N6O7S2Tb | the ωB97M-V functional and the def2-TZVPD basis

Values from the calculation:
Spin multiplicity   7
Maximum force   0.061 hartree/bohr
Net charge   +1
Lowest unoccupied orbital energy (spin up / spin down)   -2.970 / -2.964 eV
HOMO level (spin up / spin down)   -0.3922 / -0.3924 Ha

Last column: Löwdin spin population.
Positions of all 93 atoms, in Å:
Tb 13.239 11.245 11.954  6.12
C 10.979 13.560 13.728  0.00
O 11.034 12.248 13.204  -0.01
C 10.681 11.315 14.223  0.00
C 10.168 10.088 13.567  0.00
O 11.185 9.783 12.564  -0.01
C 10.933 8.496 11.930  0.00
C 11.576 8.659 10.587  0.00
O 12.927 9.052 10.785  -0.01
C 13.801 8.816 9.642  0.00
H 11.603 13.674 14.622  0.00
H 9.986 13.924 13.873  0.00
H 11.453 14.237 13.065  0.00
H 9.966 11.728 14.934  0.00
H 11.576 11.033 14.790  0.00
H 9.167 10.300 13.118  0.00
H 10.014 9.276 14.287  0.00
H 9.850 8.390 11.820  0.00
H 11.360 7.645 12.514  0.00
H 11.124 9.382 9.943  0.00
H 11.562 7.712 10.059  0.00
H 13.876 7.708 9.563  0.00
H 14.710 9.336 9.948  0.00
H 13.342 9.253 8.794  0.00
S 15.268 13.006 16.150  0.00
C 14.919 11.397 16.484  0.00
C 14.357 10.760 15.418  0.00
C 14.097 11.598 14.262  -0.02
C 14.540 12.852 14.546  0.00
C 14.433 14.048 13.679  0.00
C 14.939 15.338 13.950  0.00
C 14.697 16.411 13.103  0.00
C 14.014 16.140 11.978  0.00
C 13.676 14.831 11.652  0.00
N 13.878 13.779 12.451  -0.01
H 15.113 10.955 17.470  0.00
H 14.130 9.690 15.442  0.00
H 15.500 15.467 14.838  0.00
H 15.101 17.345 13.386  0.00
H 13.810 16.921 11.316  0.00
H 13.134 14.612 10.729  0.00
C 8.200 14.164 10.573  0.00
C 8.373 12.802 10.694  0.00
C 9.566 12.188 10.500  0.00
C 10.666 12.933 10.111  0.00
C 10.495 14.275 9.884  0.00
C 9.297 14.915 10.144  0.00
N 11.982 12.378 9.956  -0.01
N 12.642 12.967 9.090  0.00
C 14.013 12.519 8.885  0.00
C 14.647 13.193 7.867  0.00
C 15.967 12.885 7.553  0.00
C 16.641 12.027 8.415  0.00
C 15.964 11.497 9.517  0.00
C 14.618 11.708 9.881  -0.02
H 7.244 14.611 10.863  0.00
H 7.498 12.229 10.906  0.00
H 9.749 11.089 10.690  0.00
H 11.321 14.884 9.561  0.00
H 9.158 15.940 9.934  0.00
H 14.073 13.897 7.245  0.00
H 16.513 13.309 6.721  0.00
H 17.662 11.767 8.214  0.00
H 16.596 10.914 10.186  0.00
C 21.113 10.836 18.670  0.00
C 19.750 10.501 17.971  0.00
S 20.024 10.157 16.258  0.00
O 20.890 9.062 16.009  0.00
O 20.397 11.373 15.560  0.00
C 18.377 9.743 15.754  0.00
C 18.443 9.493 14.280  0.00
N 17.100 9.323 13.677  0.00
C 16.346 10.229 13.049  0.00
N 15.169 9.722 12.564  -0.01
C 15.183 8.463 12.997  0.00
C 16.330 8.181 13.655  0.00
N 16.649 6.848 14.141  0.00
O 15.821 6.002 13.967  0.00
O 17.726 6.662 14.685  0.00
C 16.885 11.603 12.866  0.00
H 20.870 11.050 19.715  0.00
H 21.573 11.699 18.235  0.00
H 21.818 9.947 18.656  0.00
H 19.029 11.250 18.111  0.00
H 19.379 9.547 18.376  0.00
H 17.812 10.658 16.053  0.00
H 18.054 8.861 16.363  0.00
H 18.964 8.553 14.140  0.00
H 18.995 10.223 13.789  0.00
H 14.493 7.693 12.656  0.00
H 17.971 11.597 12.485  0.00
H 16.936 12.101 13.827  0.00
H 16.217 12.185 12.195  0.00